1.
C6H12O in the gas phase in a non-equilibrium geometry, computed with ωB97M-V with the def2-TZVPD basis set.

The geometry in ORCA input format:
```
! RIJCOSX wB97M-V def2-TZVPD def2/J DEFGRID3
* xyz 0 1
C 2.47312 -0.80614 0.02980
O 1.42411 -0.11953 -0.60773
C 0.46425 0.49588 0.21182
C -0.28739 1.55455 -0.59489
C -1.54215 1.23300 0.21317
C -0.96148 -0.14816 0.59162
C -1.23351 -1.34819 -0.27790
H 2.07967 -1.55477 0.72634
H 3.14302 -0.12021 0.57222
H 3.05046 -1.31700 -0.74940
H 0.75522 0.62522 1.24243
H 0.04010 2.59418 -0.70340
H -0.37618 1.12853 -1.60343
H -2.49768 1.24975 -0.30747
H -1.59088 1.89327 1.08666
H -1.14145 -0.38810 1.65960
H -2.29353 -1.52531 -0.47351
H -0.69769 -1.20772 -1.22056
H -0.80803 -2.23926 0.20463
*
```

Output
Kohn-Sham gap = 10.29 eV
HOMO = -9.20 eV
energy relative to the best compared isomer or geometry (same formula, charge and spin) = 44.6 kcal/mol

Partial charges, Mulliken, in e: number 1, C, carries -0.7461; number 2, O, carries -0.3528; number 3, C, carries -0.2625; number 4, C, carries -0.5698; number 5, C, carries -0.6174; number 6, C, carries 0.1528; number 7, C, carries -1.3208; number 8, H, carries 0.3174; number 9, H, carries 0.2799; number 10, H, carries 0.2603; number 11, H, carries 0.3603; number 12, H, carries 0.3244; number 13, H, carries 0.2281; number 14, H, carries 0.3223; number 15, H, carries 0.2552; number 16, H, carries 0.3976; number 17, H, carries 0.3783; number 18, H, carries 0.3063; number 19, H, carries 0.2866

2.
A molecular structure, C35H35Br4N2O5S2SbV, computed with ωB97M-V with the def2-TZVPD basis set.

The geometry in ORCA input format:
```
! RIJCOSX wB97M-V def2-TZVPD def2/J DEFGRID3
* xyz -2 4
V -0.29721 0.61089 -0.48789
C -1.16152 -2.66962 -3.59262
C -0.97687 -2.97125 -2.13133
C 0.30575 -3.15776 -1.61182
C 0.48239 -3.44000 -0.26764
C -0.61392 -3.52476 0.58534
C -1.88885 -3.32254 0.08461
C -2.06144 -3.05369 -1.26799
H -1.19264 -3.59045 -4.18299
H -0.33778 -2.06209 -3.96890
H -2.10569 -2.14600 -3.76438
H 1.15886 -3.03881 -2.26967
H 1.48174 -3.57053 0.12839
H -0.46431 -3.71165 1.64278
H -2.74571 -3.32187 0.74552
H -3.05905 -2.86015 -1.65048
Br -6.47002 1.32857 2.60077
C -4.64695 1.56946 2.14049
C -3.93978 2.66300 2.58945
Br -4.75242 3.95351 3.71765
C -2.59658 2.83213 2.20649
Br -1.55703 4.31160 2.75571
C -1.95454 1.91947 1.37504
O -0.73670 2.06225 0.93819
C -2.66953 0.72871 0.97925
O -2.00456 -0.16396 0.30441
C -4.00892 0.61414 1.32778
Br -4.90242 -0.92322 0.67068
O 3.50323 0.25160 -3.97219
S 2.12049 -0.14792 -4.15659
O 1.39433 0.65584 -5.12586
O 1.92504 -1.58249 -4.31089
S 1.19400 0.26158 -2.26327
C -1.92947 0.95963 -4.74203
C -3.08106 1.28892 -3.78432
C -4.25537 0.34860 -4.05013
C -3.52446 2.73800 -3.95397
N -2.73827 1.06796 -2.36790
N -1.56388 1.74596 -1.92446
H -2.27951 0.99114 -5.77677
H -1.52010 -0.03275 -4.54895
H -1.09388 1.65779 -4.67129
H -4.66734 0.51619 -5.04725
H -5.03902 0.50475 -3.30767
H -3.93292 -0.69303 -3.99365
H -3.93533 2.89656 -4.95310
H -2.68216 3.42264 -3.83700
H -4.28405 2.99003 -3.21209
H -2.57459 0.07708 -2.21091
H -1.82977 2.65417 -1.56273
H -0.87814 1.84996 -2.67243
C 3.49790 -4.27059 2.66233
C 4.08450 -3.54361 1.63555
C 3.58649 -2.29423 1.29192
C 2.49693 -1.75223 1.96913
C 1.91820 -2.48843 2.99805
C 2.41450 -3.73848 3.34661
Sb 1.62779 0.08888 1.30339
C 3.52553 1.02454 1.04374
C 4.50165 0.89525 2.03340
C 5.74639 1.48860 1.88715
C 6.03275 2.21275 0.73474
C 5.07521 2.33391 -0.25899
C 3.82363 1.74536 -0.10653
C 1.07490 0.90321 3.18936
C 1.78373 1.86780 3.89457
C 1.26439 2.40793 5.06529
C 0.02797 1.99766 5.53881
C -0.69633 1.04521 4.83463
C -0.17461 0.50740 3.66747
H 3.88033 -5.25008 2.92358
H 4.92496 -3.95303 1.08836
H 4.04704 -1.74959 0.47542
H 1.06827 -2.09335 3.54505
H 1.94676 -4.29817 4.14794
H 4.29446 0.32136 2.93080
H 6.49314 1.37824 2.66473
H 7.00861 2.66703 0.60665
H 5.29785 2.86612 -1.17515
H 3.10131 1.80665 -0.91469
H 2.74052 2.22182 3.52816
H 1.82328 3.17100 5.59473
H -0.38533 2.43915 6.43748
H -1.68215 0.74484 5.16765
H -0.78261 -0.19055 3.09728
*
```

Output
Kohn-Sham gap (spin up / spin down) = 5.45 / 6.19 eV
HOMO (spin up / spin down) = -1.62 / -2.36 eV
energy relative to the best compared isomer or geometry (same formula, charge and spin) = 9.4 kcal/mol
expectation value of S² = 3.761

Partial charges, Mulliken, in e: number 1, V, carries 0.4762; number 2, C, carries -0.6923; number 3, C, carries 0.4096; number 4, C, carries -0.4759; number 5, C, carries -0.3429; number 6, C, carries -0.3788; number 7, C, carries -0.5345; number 8, C, carries -0.0869; number 9, H, carries 0.4445; number 10, H, carries -0.0441; number 11, H, carries -0.1003; number 12, H, carries 0.3784; number 13, H, carries 0.4482; number 14, H, carries 0.3915; number 15, H, carries 0.3574; number 16, H, carries 0.2348; number 17, Br, carries -0.2384; number 18, C, carries 0.2971; number 19, C, carries 0.2207; number 20, Br, carries -0.2298; number 21, C, carries -0.0561; number 22, Br, carries -0.1769; number 23, C, carries 0.1683; number 24, O, carries -1.0931; number 25, C, carries 0.0519; number 26, O, carries 0.3155; number 27, C, carries -0.3936; number 28, Br, carries -0.1767; number 29, O, carries -0.6429; number 30, S, carries 0.9333; number 31, O, carries -0.6276; number 32, O, carries -0.6471; number 33, S, carries -0.6078; number 34, C, carries -1.4216; number 35, C, carries 1.8575; number 36, C, carries -1.7097; number 37, C, carries -2.0313; number 38, N, carries 0.0085; number 39, N, carries -0.3081; number 40, H, carries 0.5172; number 41, H, carries -0.0109; number 42, H, carries 0.4847; number 43, H, carries 0.4343; number 44, H, carries 0.3859; number 45, H, carries 0.2531; number 46, H, carries 0.4727; number 47, H, carries 0.3278; number 48, H, carries 0.3961; number 49, H, carries -0.1161; number 50, H, carries 0.2216; number 51, H, carries 0.2472; number 52, C, carries -0.4548; number 53, C, carries -0.6175; number 54, C, carries -0.4502; number 55, C, carries 0.2202; number 56, C, carries -0.5037; number 57, C, carries -0.5699; number 58, Sb, carries 2.1567; number 59, C, carries 0.3123; number 60, C, carries -0.3633; number 61, C, carries -0.7933; number 62, C, carries -0.4779; number 63, C, carries -0.6396; number 64, C, carries -0.4897; number 65, C, carries 0.7177; number 66, C, carries -0.3936; number 67, C, carries -0.6384; number 68, C, carries -0.6477; number 69, C, carries -0.8156; number 70, C, carries -0.6466; number 71, H, carries 0.3453; number 72, H, carries 0.3770; number 73, H, carries 0.4436; number 74, H, carries 0.3491; number 75, H, carries 0.3967; number 76, H, carries 0.5100; number 77, H, carries 0.3666; number 78, H, carries 0.3477; number 79, H, carries 0.4235; number 80, H, carries 0.0423; number 81, H, carries 0.3690; number 82, H, carries 0.3598; number 83, H, carries 0.3471; number 84, H, carries 0.4292; number 85, H, carries 0.3971

3.
A molecular structure, C5H10N3 in a non-equilibrium geometry, computed with ωB97M-V with the def2-TZVPD basis set.

The geometry in ORCA input format:
```
! RIJCOSX wB97M-V def2-TZVPD def2/J DEFGRID3
* xyz 1 1
C 2.67556 1.99096 0.01545
C 2.33384 0.84876 0.17183
C 1.77694 -0.39218 0.42431
C 0.51202 -0.74730 -0.04089
C -2.01331 0.37346 -0.43579
N 0.01307 -1.95520 0.41338
N -2.08576 0.70047 0.91172
N -0.26452 0.02767 -0.89620
H 3.27067 2.74401 -0.37007
H 2.26723 -1.07457 0.95800
H -2.17635 1.25032 -1.08917
H -2.58407 -0.49898 -0.56522
H 0.71788 -2.53387 0.76406
H -0.44598 -2.66518 -0.08308
H -2.25099 -0.07692 1.46480
H -1.34481 1.31518 1.19891
H -0.52839 -0.28952 -1.85517
H 0.12697 0.98288 -0.98688
*
```

Output
Kohn-Sham gap = 8.40 eV
HOMO = -12.21 eV
energy relative to the best compared isomer or geometry (same formula, charge and spin) = 105.2 kcal/mol

Partial charges, Mulliken, in e: number 1, C, carries -0.0282; number 2, C, carries -0.8086; number 3, C, carries -0.4236; number 4, C, carries 0.3911; number 5, C, carries -0.3932; number 6, N, carries -0.4653; number 7, N, carries -0.3990; number 8, N, carries -0.2659; number 9, H, carries 0.4184; number 10, H, carries 0.4995; number 11, H, carries 0.3642; number 12, H, carries 0.3935; number 13, H, carries 0.2416; number 14, H, carries 0.2192; number 15, H, carries 0.2605; number 16, H, carries 0.2543; number 17, H, carries 0.3667; number 18, H, carries 0.3749

4.
5 unconnected molecules or ions with the total composition C21H54N4O5 in a non-equilibrium geometry, computed with ωB97M-V with the def2-TZVPD basis set.

The geometry in ORCA input format:
```
! RIJCOSX wB97M-V def2-TZVPD def2/J DEFGRID3
* xyz 0 1
C 0.73183 -1.91294 -3.01008
C 1.75733 -1.94198 -1.88235
C 2.50474 -0.57496 -1.79492
C 0.91933 -2.15007 -0.65323
C 1.78322 -2.56777 0.59458
C 2.70205 -3.75802 0.33242
C 3.62123 -3.38352 -0.86913
C 4.63476 -2.30901 -0.40078
C 4.41849 -4.60379 -1.25207
N 2.71709 -3.10081 -1.99738
O 3.28645 -3.09364 -3.26789
H -0.11421 -1.23839 -2.79645
H 1.08928 -1.69194 -4.00530
H 0.29866 -2.85316 -3.15590
H 2.91911 -0.43840 -0.80047
H 3.21806 -0.65611 -2.61051
H 1.78898 0.21693 -1.99092
H 0.39357 -1.25947 -0.34953
H 0.15268 -2.95732 -0.79777
H 2.29351 -1.80042 1.11965
H 1.00800 -2.95006 1.28495
H 2.14273 -4.67267 0.15484
H 3.41556 -3.83894 1.23568
H 5.02603 -1.75125 -1.21421
H 5.43781 -2.78992 0.15906
H 4.22711 -1.57439 0.33575
H 3.70875 -5.33457 -1.61769
H 4.99173 -5.04127 -0.37502
H 5.07617 -4.31065 -2.15740
H 4.05418 -2.46921 -3.27904
C -3.35787 -1.96427 -0.53491
O -2.42988 -1.59429 0.43478
C -2.90977 -0.87481 1.57120
C -2.20926 -1.35011 2.84320
C -2.72461 -0.48870 3.98285
N -0.72610 -1.26590 2.80081
H -4.34144 -2.21620 -0.08286
H -2.97750 -2.83315 -1.03597
H -3.53858 -1.26948 -1.40071
H -2.77435 0.22954 1.38737
H -4.05405 -1.02014 1.65517
H -2.50184 -2.37401 2.96614
H -3.78760 -0.46354 4.00287
H -2.25898 0.46605 3.97493
H -2.43477 -0.86989 4.98688
H -0.35409 -1.58556 1.91624
H -0.51153 -0.28356 2.94238
C -4.42861 3.58316 -1.68725
O -3.29536 3.67896 -2.58719
C -3.19291 2.52685 -3.36975
C -1.79739 2.45075 -3.88923
C -1.67841 1.36870 -4.93951
N -0.89743 2.10522 -2.77795
H -4.70258 4.66136 -1.54425
H -4.17496 3.06891 -0.74897
H -5.27031 2.98819 -2.12348
H -3.37680 1.55133 -2.81267
H -3.91042 2.51033 -4.16765
H -1.46030 3.46637 -4.29998
H -0.55659 1.34165 -5.14309
H -2.19592 1.69160 -5.84721
H -2.10098 0.36903 -4.70910
H -0.01462 2.43667 -3.06750
H -1.16022 2.74420 -2.03240
C 1.47351 3.74858 5.88705
O 0.78138 2.87959 5.02562
C 0.26762 3.59912 3.88968
C -0.09072 2.64195 2.83333
C 1.19262 1.82734 2.36332
N -0.75392 3.44088 1.78128
H 2.36995 4.25888 5.50107
H 1.77754 3.22638 6.78465
H 0.77856 4.54054 6.17512
H -0.57928 4.18377 4.25352
H 1.09251 4.18840 3.46305
H -0.78831 1.86383 3.19962
H 1.64770 1.16171 3.09115
H 1.95945 2.48266 1.99668
H 0.87794 1.13526 1.56073
H -0.96243 2.78803 1.01981
H -0.10463 4.14280 1.43378
O -0.82242 0.79849 -0.28288
H -0.75783 1.05486 -1.22321
H -1.45741 0.05943 -0.35541
*
```

Output
Kohn-Sham gap = 8.95 eV
HOMO = -8.33 eV

Partial charges, Mulliken, in e: number 1, C, carries -1.9943; number 2, C, carries 1.9746; number 3, C, carries -1.5158; number 4, C, carries 0.6359; number 5, C, carries -1.0028; number 6, C, carries -1.2110; number 7, C, carries 1.2835; number 8, C, carries -1.5884; number 9, C, carries -1.6504; number 10, N, carries 0.1408; number 11, O, carries -0.4658; number 12, H, carries 0.2302; number 13, H, carries 0.3815; number 14, H, carries 0.5725; number 15, H, carries 0.2435; number 16, H, carries 0.3594; number 17, H, carries 0.2276; number 18, H, carries -0.7240; number 19, H, carries 0.3225; number 20, H, carries 0.2213; number 21, H, carries 0.5721; number 22, H, carries 0.3071; number 23, H, carries 0.3771; number 24, H, carries 0.2491; number 25, H, carries 0.4712; number 26, H, carries 0.3190; number 27, H, carries 0.4544; number 28, H, carries 0.3744; number 29, H, carries 0.3182; number 30, H, carries 0.3654; number 31, C, carries -0.7906; number 32, O, carries -0.1630; number 33, C, carries -0.4069; number 34, C, carries 0.2451; number 35, C, carries -1.3945; number 36, N, carries -0.5974; number 37, H, carries 0.3682; number 38, H, carries 0.2854; number 39, H, carries 0.1696; number 40, H, carries -0.0483; number 41, H, carries 0.5193; number 42, H, carries 0.2975; number 43, H, carries 0.4545; number 44, H, carries 0.2262; number 45, H, carries 0.3114; number 46, H, carries 0.1569; number 47, H, carries 0.0507; number 48, C, carries -0.6497; number 49, O, carries -0.3640; number 50, C, carries -0.5351; number 51, C, carries 0.3696; number 52, C, carries -1.4079; number 53, N, carries -0.5072; number 54, H, carries 0.2523; number 55, H, carries 0.1991; number 56, H, carries 0.3208; number 57, H, carries 0.0161; number 58, H, carries 0.4797; number 59, H, carries 0.3019; number 60, H, carries 0.3301; number 61, H, carries 0.4485; number 62, H, carries 0.2404; number 63, H, carries 0.1895; number 64, H, carries 0.1992; number 65, C, carries -0.7723; number 66, O, carries -0.2952; number 67, C, carries -0.9955; number 68, C, carries 2.1280; number 69, C, carries -1.0923; number 70, N, carries -0.7472; number 71, H, carries 0.2997; number 72, H, carries 0.2566; number 73, H, carries 0.3075; number 74, H, carries 0.4564; number 75, H, carries 0.3668; number 76, H, carries -1.2268; number 77, H, carries 0.4033; number 78, H, carries 0.5110; number 79, H, carries -0.1075; number 80, H, carries 0.1646; number 81, H, carries 0.2957; number 82, O, carries 0.1066; number 83, H, carries 0.2896; number 84, H, carries -0.1656